This record from the Open Molecules 2025 dataset describes a molecular structure, C51H73BiN9O3PSe. The level of theory is wB97M-V/def2-TZVPD.

Properties
electronic energy: -154069.7804 eV
E_HOMO: -17.73 eV
2S+1: 1
total charge: +4
strongest force on any atom: 0.0312 Eh/bohr

Geometry (Å):
1 Bi -0.107 0.416 -0.786
2 N 1.318 1.825 -2.275
3 C 1.398 1.293 -3.607
4 C 2.372 1.629 -4.516
5 C 2.340 1.105 -5.819
6 C 1.306 0.302 -6.222
7 C 0.286 -0.059 -5.318
8 C -0.833 -0.844 -5.665
9 C -1.772 -1.151 -4.708
10 C -1.566 -0.723 -3.398
11 N -0.525 0.005 -3.043
12 C 0.372 0.405 -3.974
13 H 0.780 2.695 -2.274
14 H 2.244 2.039 -1.918
15 H 3.160 2.315 -4.247
16 H 3.122 1.367 -6.515
17 H 1.257 -0.071 -7.233
18 H -0.936 -1.192 -6.682
19 H -2.648 -1.733 -4.945
20 H -2.265 -0.961 -2.614
21 O 1.451 -6.455 0.503
22 C 0.808 -6.151 -0.723
23 C 0.580 -4.668 -0.779
24 C -0.685 -4.110 -0.953
25 C -0.811 -2.733 -0.945
26 N 0.227 -1.920 -0.805
27 C 1.454 -2.421 -0.622
28 C 1.653 -3.797 -0.603
29 C 2.529 -1.452 -0.388
30 C 3.848 -1.838 -0.183
31 C 4.828 -0.890 0.121
32 C 6.247 -1.329 0.294
33 O 6.296 -2.722 0.435
34 C 4.411 0.440 0.245
35 C 3.087 0.750 0.010
36 N 2.170 -0.160 -0.323
37 H 1.762 -7.369 0.452
38 H -0.143 -6.690 -0.814
39 H 1.447 -6.432 -1.573
40 H -1.558 -4.732 -1.073
41 H -1.774 -2.251 -1.007
42 H 2.634 -4.218 -0.455
43 H 4.169 -2.865 -0.254
44 H 6.708 -0.819 1.155
45 H 6.798 -0.998 -0.603
46 H 7.215 -3.013 0.488
47 H 5.104 1.222 0.519
48 H 2.731 1.765 0.121
49 N 1.525 -4.995 3.895
50 C 1.085 -3.582 3.631
51 C -0.412 -3.465 3.873
52 C -0.883 -2.064 3.460
53 N -0.761 -1.943 2.007
54 C -0.069 -0.996 4.194
55 C 1.453 -1.168 4.148
56 N 1.999 -0.852 2.823
57 C 1.844 -2.607 4.521
58 H 1.143 -5.641 3.192
59 H 1.201 -5.294 4.825
60 H 2.550 -5.073 3.877
61 H 1.292 -3.336 2.585
62 H -0.644 -3.611 4.929
63 H -0.959 -4.213 3.295
64 H -1.928 -1.949 3.789
65 H -0.927 -0.981 1.729
66 H -1.492 -2.498 1.571
67 H -0.366 -1.022 5.243
68 H -0.337 -0.009 3.808
69 H 1.869 -0.501 4.920
70 H 3.006 -0.734 2.911
71 H 1.621 0.038 2.515
72 H 1.612 -2.764 5.575
73 H 2.920 -2.726 4.388
74 Se 0.897 3.413 1.881
75 N 0.237 2.761 0.335
76 C -0.542 3.709 -0.210
77 C -1.305 3.601 -1.385
78 C -2.050 4.679 -1.788
79 C -2.044 5.901 -1.084
80 C -1.323 6.047 0.066
81 C -0.583 4.942 0.539
82 N 0.121 4.915 1.663
83 H -1.342 2.664 -1.927
84 H -2.663 4.594 -2.672
85 H -2.630 6.722 -1.470
86 H -1.295 6.977 0.612
87 O -2.637 -0.132 -0.432
88 P -4.144 0.100 -0.287
89 C -4.753 1.310 -1.559
90 C -4.275 1.035 -2.987
91 C -5.029 1.952 -3.952
92 C -6.517 1.580 -4.010
93 C -6.983 0.889 -2.726
94 C -6.285 1.487 -1.508
95 C -4.674 0.805 1.372
96 C -3.781 0.289 2.518
97 C -3.264 1.410 3.419
98 C -2.515 2.458 2.605
99 C -3.363 2.955 1.420
100 C -4.753 2.331 1.406
101 C -5.090 -1.509 -0.407
102 C -4.774 -2.284 -1.695
103 C -4.951 -3.800 -1.521
104 C -6.147 -4.087 -0.621
105 C -5.879 -3.571 0.799
106 C -4.870 -2.412 0.808
107 H -4.276 2.248 -1.249
108 H -4.462 0.002 -3.275
109 H -3.200 1.226 -3.069
110 H -4.590 1.888 -4.950
111 H -4.919 2.985 -3.613
112 H -6.714 0.935 -4.866
113 H -7.099 2.489 -4.153
114 H -6.801 -0.186 -2.766
115 H -8.059 1.026 -2.620
116 H -6.695 1.041 -0.601
117 H -6.530 2.550 -1.479
118 H -5.692 0.420 1.499
119 H -2.927 -0.237 2.081
120 H -4.331 -0.416 3.143
121 H -2.604 0.984 4.176
122 H -4.099 1.879 3.937
123 H -1.585 2.006 2.230
124 H -2.235 3.289 3.254
125 H -2.867 2.693 0.481
126 H -3.464 4.039 1.450
127 H -5.317 2.710 0.557
128 H -5.303 2.631 2.299
129 H -6.145 -1.219 -0.410
130 H -3.744 -2.078 -2.007
131 H -5.440 -1.949 -2.492
132 H -4.051 -4.245 -1.085
133 H -5.099 -4.258 -2.500
134 H -6.354 -5.156 -0.599
135 H -7.024 -3.597 -1.044
136 H -5.497 -4.374 1.430
137 H -6.816 -3.241 1.246
138 H -3.845 -2.796 0.784
139 H -4.993 -1.854 1.734



This record from the Open Molecules 2025 dataset describes 12 unconnected molecules or ions with the total composition C51H74ClF9N3O35S. The level of theory is wB97M-V/def2-TZVPD.

Properties
electronic energy: -178015.7840 eV
E_HOMO: -11.56 eV
2S+1: 1
total charge: +1
strongest force on any atom: 0.1832 Eh/bohr

Geometry (Å):
1 C 2.501 -3.309 2.174
2 C 1.361 -4.397 1.730
3 Cl 0.123 -4.431 3.162
4 C 0.480 -3.998 0.411
5 C 1.174 -4.275 -1.035
6 C 2.553 -5.177 -1.002
7 N 3.833 -4.318 -0.909
8 C 3.946 -3.473 -2.159
9 N 5.149 -2.965 -2.589
10 C 6.489 -3.201 -1.928
11 C 7.121 -1.905 -1.149
12 C 6.195 -1.348 0.105
13 C 6.772 0.187 0.426
14 O 6.051 1.079 -0.510
15 C 5.406 2.175 0.236
16 O 6.137 3.298 0.459
17 N 2.654 -3.183 -2.942
18 C 1.490 -2.960 -1.954
19 C 1.835 -1.583 -1.148
20 C 0.432 -0.697 -1.110
21 C 0.274 0.204 0.277
22 C -0.807 1.386 -0.066
23 C -0.108 2.886 -0.312
24 F -1.216 3.840 0.087
25 F 0.949 3.111 0.691
26 C 0.221 3.240 -1.854
27 F -0.189 4.681 -2.059
28 F -0.647 2.479 -2.831
29 S 1.963 3.096 -2.454
30 F 2.381 1.778 -1.462
31 F 1.428 1.960 -3.671
32 F 1.618 4.345 -3.626
33 F 2.596 4.286 -1.405
34 F 3.524 2.981 -3.161
35 H 3.397 -3.187 1.433
36 H 1.973 -2.251 2.250
37 H 2.921 -3.598 3.236
38 H 1.830 -5.469 1.721
39 H 0.096 -2.888 0.583
40 H -0.510 -4.665 0.466
41 H 0.396 -4.928 -1.665
42 H 2.540 -6.067 -0.245
43 H 2.624 -5.680 -2.084
44 H 4.594 -5.043 -0.844
45 H 5.164 -2.381 -3.479
46 H 7.251 -3.461 -2.809
47 H 6.531 -4.109 -1.193
48 H 8.135 -2.280 -0.644
49 H 7.436 -1.018 -1.881
50 H 5.054 -1.352 -0.165
51 H 6.444 -2.008 1.066
52 H 6.660 0.485 1.556
53 H 7.929 0.267 0.171
54 H 4.289 2.060 0.567
55 H 2.739 -2.307 -3.503
56 H 0.522 -2.762 -2.623
57 H 2.342 -1.715 -0.104
58 H 2.600 -0.943 -1.805
59 H -0.504 -1.425 -1.143
60 H 0.335 -0.022 -2.083
61 H -0.211 -0.533 1.074
62 H 1.328 0.576 0.623
63 H -1.454 1.535 0.927
64 H -1.576 1.095 -0.898
65 C 2.133 1.044 4.296
66 C 0.740 1.325 4.757
67 O -0.057 0.568 3.866
68 C 0.732 -0.438 3.385
69 O 0.322 -1.378 2.724
70 O 2.037 -0.255 3.742
71 H 2.855 1.062 5.117
72 H 2.464 1.737 3.516
73 H 0.559 0.975 5.779
74 H 0.488 2.387 4.696
75 C -2.961 -1.256 1.731
76 C -3.473 -2.500 2.380
77 O -3.717 -3.363 1.285
78 C -2.922 -2.937 0.260
79 O -2.751 -3.552 -0.779
80 O -2.342 -1.736 0.551
81 H -2.239 -0.725 2.358
82 H -3.766 -0.568 1.453
83 H -2.730 -2.965 3.038
84 H -4.391 -2.326 2.948
85 C 1.310 8.121 -2.439
86 C 0.430 8.199 -3.644
87 O -0.269 9.415 -3.459
88 C 0.497 10.192 -2.638
89 O 0.281 11.369 -2.405
90 O 1.537 9.480 -2.114
91 H 2.254 7.609 -2.646
92 H 0.817 7.632 -1.592
93 H 1.001 8.258 -4.577
94 H -0.266 7.357 -3.706
95 C 3.614 4.007 -6.641
96 C 3.102 2.762 -5.992
97 O 2.858 1.900 -7.086
98 C 3.653 2.325 -8.111
99 O 3.824 1.711 -9.151
100 O 4.232 3.527 -7.821
101 H 4.335 4.537 -6.014
102 H 2.809 4.695 -6.919
103 H 3.844 2.298 -5.334
104 H 2.184 2.937 -5.424
105 C -3.596 2.609 4.508
106 C -4.384 2.450 3.248
107 O -4.530 1.047 3.130
108 C -4.397 0.527 4.385
109 O -4.633 -0.633 4.678
110 O -3.967 1.475 5.269
111 H -3.843 3.531 5.041
112 H -2.515 2.578 4.331
113 H -5.378 2.904 3.318
114 H -3.866 2.861 2.378
115 C -5.462 -6.028 -3.172
116 C -4.272 -5.829 -2.290
117 O -3.572 -7.054 -2.407
118 C -3.945 -7.612 -3.596
119 O -3.411 -8.587 -4.097
120 O -4.994 -6.936 -4.151
121 H -5.797 -5.097 -3.636
122 H -6.304 -6.485 -2.641
123 H -3.625 -5.017 -2.638
124 H -4.552 -5.640 -1.250
125 C -8.680 -1.924 -2.631
126 C -7.508 -1.595 -3.498
127 O -6.979 -2.866 -3.826
128 C -7.998 -3.765 -3.695
129 O -7.942 -4.928 -4.061
130 O -9.087 -3.194 -3.103
131 H -9.489 -1.195 -2.731
132 H -8.407 -2.010 -1.574
133 H -7.800 -1.085 -4.421
134 H -6.762 -0.988 -2.977
135 C -8.645 5.820 2.000
136 C -7.454 6.018 2.881
137 O -6.754 4.794 2.764
138 C -7.127 4.236 1.575
139 O -6.593 3.261 1.075
140 O -8.176 4.912 1.020
141 H -8.979 6.751 1.536
142 H -9.487 5.363 2.530
143 H -6.807 6.831 2.533
144 H -7.734 6.208 3.921
145 C 12.163 -3.481 -0.613
146 C 12.816 -2.201 -0.204
147 O 11.729 -1.302 -0.092
148 C 10.612 -2.055 0.129
149 O 9.524 -1.599 0.440
150 O 10.871 -3.384 -0.043
151 H 12.691 -4.359 -0.231
152 H 12.063 -3.571 -1.700
153 H 13.312 -2.278 0.770
154 H 13.538 -1.847 -0.944
155 C -1.525 7.425 4.218
156 C -2.622 6.737 4.963
157 O -2.180 5.394 5.027
158 C -0.821 5.418 4.900
159 O -0.096 4.454 5.079
160 O -0.380 6.660 4.546
161 H -1.399 8.465 4.530
162 H -1.672 7.394 3.133
163 H -2.740 7.120 5.982
164 H -3.583 6.804 4.444
165 C -6.400 -6.007 3.783
166 C -5.303 -7.021 3.841
167 O -4.129 -6.231 3.841
168 C -4.479 -5.000 4.318
169 O -3.683 -4.124 4.612
170 O -5.835 -4.880 4.425
171 H -7.302 -6.339 4.304
172 H -6.663 -5.734 2.755
173 H -5.331 -7.614 4.761
174 H -5.316 -7.697 2.981



This record from the Open Molecules 2025 dataset describes a molecular structure, C51H77CsN4O2S. The level of theory is wB97M-V/def2-TZVPD.

Properties
electronic energy: -75580.0338 eV
E_HOMO: -1.45 eV
2S+1: 1
total charge: -2
strongest force on any atom: 0.0308 Eh/bohr

Geometry (Å):
1 Cs 2.454 0.756 1.345
2 C 0.099 3.874 0.708
3 N 1.142 3.510 -0.236
4 C 2.332 4.306 -0.018
5 C 0.715 3.614 -1.620
6 C -0.297 2.572 -2.094
7 N 0.094 1.180 -1.995
8 C -0.276 0.568 -0.721
9 C -1.766 0.424 -0.569
10 C -2.544 0.042 -1.641
11 C -3.922 -0.110 -1.531
12 C -4.492 0.178 -0.293
13 C -3.753 0.573 0.820
14 C -2.335 0.664 0.710
15 O -1.559 0.908 1.731
16 C -4.434 0.908 2.148
17 C -3.975 -0.058 3.249
18 C -4.090 2.350 2.554
19 C -5.960 0.811 2.060
20 C -4.727 -0.571 -2.744
21 C -6.219 -0.702 -2.442
22 C -4.557 0.437 -3.890
23 C -4.213 -1.940 -3.211
24 C 1.467 0.903 -2.411
25 C 1.688 -0.564 -2.674
26 C 1.239 -1.098 -3.866
27 C 1.343 -2.452 -4.167
28 C 1.926 -3.261 -3.193
29 C 2.389 -2.785 -1.973
30 C 2.286 -1.389 -1.679
31 O 2.676 -0.876 -0.555
32 C 2.972 -3.731 -0.922
33 C 2.110 -3.683 0.348
34 C 3.002 -5.187 -1.393
35 C 4.417 -3.326 -0.593
36 C 0.806 -2.982 -5.494
37 C -0.700 -2.699 -5.590
38 C 1.012 -4.490 -5.645
39 C 1.517 -2.287 -6.663
40 H -0.262 4.905 0.536
41 H 0.499 3.818 1.722
42 H -0.745 3.187 0.643
43 H 2.164 5.377 -0.243
44 H 3.140 3.950 -0.662
45 H 2.649 4.219 1.022
46 H 1.615 3.539 -2.236
47 H 0.285 4.619 -1.820
48 H -0.514 2.814 -3.145
49 H -1.242 2.686 -1.558
50 H 0.100 1.133 0.136
51 H 0.196 -0.417 -0.694
52 H -2.032 -0.133 -2.582
53 H -5.565 0.092 -0.188
54 H -2.897 -0.021 3.376
55 H -4.261 -1.084 3.003
56 H -4.447 0.206 4.200
57 H -3.014 2.470 2.653
58 H -4.566 2.597 3.508
59 H -4.452 3.051 1.798
60 H -6.291 -0.200 1.813
61 H -6.368 1.498 1.316
62 H -6.388 1.073 3.031
63 H -6.655 0.255 -2.146
64 H -6.402 -1.420 -1.641
65 H -6.746 -1.050 -3.335
66 H -4.918 1.422 -3.589
67 H -5.116 0.116 -4.775
68 H -3.507 0.538 -4.170
69 H -4.328 -2.681 -2.417
70 H -3.155 -1.897 -3.469
71 H -4.766 -2.283 -4.091
72 H 2.206 1.267 -1.679
73 H 1.636 1.456 -3.343
74 H 0.770 -0.418 -4.573
75 H 2.011 -4.321 -3.388
76 H 1.093 -4.018 0.134
77 H 2.058 -2.670 0.742
78 H 2.527 -4.340 1.118
79 H 2.002 -5.565 -1.612
80 H 3.425 -5.808 -0.597
81 H 3.623 -5.315 -2.283
82 H 4.456 -2.289 -0.272
83 H 5.052 -3.445 -1.475
84 H 4.815 -3.964 0.204
85 H -1.233 -3.192 -4.775
86 H -1.105 -3.062 -6.540
87 H -0.907 -1.631 -5.518
88 H 0.498 -5.044 -4.859
89 H 2.071 -4.754 -5.609
90 H 0.613 -4.821 -6.608
91 H 1.367 -1.208 -6.627
92 H 1.137 -2.653 -7.622
93 H 2.592 -2.474 -6.620
94 C 2.500 3.317 4.501
95 C 3.633 2.525 4.225
96 C 4.443 3.235 3.313
97 C 3.826 4.473 3.047
98 C 2.618 4.519 3.770
99 C 1.641 5.656 3.817
100 C 4.426 5.577 2.229
101 C 5.765 2.778 2.767
102 C 3.981 1.191 4.820
103 C 1.388 3.024 5.466
104 H 1.771 6.304 4.696
105 H 0.605 5.302 3.847
106 H 1.729 6.300 2.937
107 H 5.134 6.194 2.799
108 H 3.664 6.259 1.838
109 H 4.978 5.190 1.365
110 H 6.627 3.270 3.238
111 H 5.860 2.964 1.690
112 H 5.904 1.703 2.916
113 H 4.913 1.227 5.396
114 H 4.126 0.410 4.062
115 H 3.202 0.822 5.489
116 H 1.335 3.761 6.277
117 H 1.515 2.050 5.948
118 H 0.397 3.031 4.993
119 N 0.115 0.313 3.828
120 C -0.041 -1.026 3.882
121 S 0.466 -1.918 5.215
122 N -0.622 -1.490 2.747
123 C -0.983 -2.783 2.341
124 C -2.002 -2.864 1.389
125 C -2.370 -4.091 0.863
126 C -1.739 -5.253 1.287
127 C -0.725 -5.167 2.230
128 C -0.333 -3.944 2.753
129 H 0.464 0.787 4.643
130 H -0.427 0.828 3.132
131 H -0.973 -0.727 2.144
132 H -2.483 -1.954 1.046
133 H -3.150 -4.131 0.114
134 H -2.023 -6.213 0.873
135 H -0.208 -6.063 2.552
136 H 0.469 -3.879 3.470



Per-record molar mass, g mol⁻¹: 1179.1, 1527.6, 943.2
Per-record energy above the lowest of the compared OMol25 structures with the same formula, charge and spin, eV: 1.0459, 12.3888, 0.0000